(1)
C5H10N2S as an isolated structure. Source: the Open Molecules 2025 dataset; level of theory: ωB97M-V with the def2-TZVPD basis set.

XYZ file:
```
18
Properties=species:S:1:pos:R:3:forces:R:3
C -0.9506 -0.0754 -0.3283 1.4 1.0 2.3
C -0.0491 -0.9874 0.5367 1.3 0.6 0.7
C 1.2735 -0.0139 0.5537 -2.0 -2.7 -1.1
C 0.9248 1.4352 0.3612 0.9 1.4 0.9
C 0.1679 0.8802 -0.9028 -0.3 1.3 1.4
H -2.4015 0.9915 -0.6981 -0.8 -0.3 3.2
H -1.9787 1.2733 0.9993 -0.4 -1.3 -1.6
H -1.3756 -0.5301 -1.1338 -0.7 -2.0 -2.4
H -0.4235 -1.1097 1.5325 -0.4 0.3 0.8
H -0.1440 -2.1181 -1.1701 2.0 -2.1 4.5
H 1.3068 -2.9276 0.1607 -4.6 2.8 -0.9
H 1.9501 -0.3839 1.2314 2.0 -0.6 1.5
H 1.9771 1.9728 0.2575 -2.4 -0.9 -0.7
H 0.4034 2.0994 1.1660 0.3 -1.7 -1.2
H -0.1498 1.5981 -1.5980 -0.5 0.8 -1.3
N -2.2164 0.5032 0.2833 1.9 2.3 -2.2
N 0.1199 -2.3938 0.0314 1.8 0.3 -3.8
S 1.5658 -0.2136 -1.2826 0.6 0.8 0.0
```
Positions in Å, forces in eV/Å.

Properties
- LUMO level (hartree) = 0.025
- highest occupied orbital energy (eV) = -8.407
- E (eV) = -19157.6761
- ΔE to the lowest compared entry with this formula, charge and spin (kJ/mol) = 504.6
- orbital gap (eV) = 9.1

Here are the Mulliken charges for atoms 1 to 4, given in e: number 1, C, carries -0.4878; number 2, C, carries -0.7564; number 3, C, carries -0.3096; number 4, C, carries -0.7506

---

(2)
One molecule with the formula C5H9NO. Source: the Open Molecules 2025 dataset; level of theory: ωB97M-V with the def2-TZVPD basis set.

XYZ file:
```
16
Properties=species:S:1:pos:R:3:forces:R:3
C 1.3674 0.7695 -1.5943 0.0 0.0 0.1
C 0.3062 -0.2927 -1.3808 0.0 0.0 -0.2
N 0.5807 -1.3240 -0.3719 0.1 -0.1 0.2
C -0.6328 -0.5196 -0.2453 -0.2 0.1 0.0
C -0.8919 0.3847 0.9245 -0.1 0.0 -0.2
C -1.1790 -0.1891 2.2419 -0.2 -0.1 0.1
O 0.0727 0.4321 1.9640 0.2 0.1 0.0
H 1.0171 1.6729 -2.1049 -0.1 -0.2 0.1
H 2.1377 0.3205 -2.2366 -0.1 0.1 0.2
H 1.8612 1.0650 -0.6625 -0.2 0.0 0.0
H -0.0681 -0.6974 -2.3215 0.2 -0.1 0.1
H 1.2699 -0.9303 0.2720 -0.1 -0.1 0.0
H -1.5155 -1.1154 -0.4851 0.0 0.3 -0.1
H -1.3520 1.3462 0.6887 0.1 -0.1 0.0
H -1.8233 0.3489 2.9384 0.2 -0.1 -0.1
H -1.1502 -1.2712 2.3735 0.1 0.2 -0.1
```
Positions in Å, forces in eV/Å.

Properties
- LUMO level (hartree) = 0.041
- highest occupied orbital energy (eV) = -9.197
- E (eV) = -8866.0906
- ΔE to the lowest compared entry with this formula, charge and spin (kJ/mol) = 301.2
- orbital gap (eV) = 10.3

Here are the Mulliken charges for atoms 1 to 4, given in e: number 1, C, carries -1.2709; number 2, C, carries 0.0673; number 3, N, carries -0.6779; number 4, C, carries -0.1735

---

(3)
C28H38GeN3OReS2Te as an isolated structure. Source: the Open Molecules 2025 dataset; level of theory: ωB97M-V with the def2-TZVPD basis set.

XYZ file:
```
75
Properties=species:S:1:pos:R:3:forces:R:3
Re -0.2315 -0.2334 -0.0133 -0.2 1.5 -1.0
C 2.3408 -1.5446 1.4009 0.0 0.0 0.0
N 2.0811 -0.9647 0.0626 -0.1 -0.4 0.1
C 2.8966 0.2585 -0.0906 0.0 0.0 0.1
C 2.3828 1.1419 -1.2052 0.1 0.1 -0.1
N 1.0609 1.7167 -0.8627 -0.2 -0.4 0.2
C 0.4034 2.2132 -2.0879 0.0 0.1 0.0
C 1.1841 2.8088 0.0969 0.0 0.1 0.0
C 1.6608 4.0500 -0.3184 0.1 0.0 0.0
C 1.7541 5.1154 0.5602 0.0 0.0 0.0
C 1.3580 4.9350 1.8811 0.0 0.0 0.0
C 0.8866 3.7068 2.2987 0.0 0.0 0.0
C 0.7902 2.6158 1.4207 0.0 0.0 -0.1
S 0.2567 1.0701 2.0165 -0.3 -0.6 0.3
C 2.3648 -1.9428 -0.9902 0.1 0.1 -0.1
C 3.4776 -2.7693 -0.8930 0.0 0.0 -0.1
C 3.7780 -3.6911 -1.8850 0.0 0.0 0.1
C 2.9594 -3.7787 -3.0006 -0.1 0.0 -0.1
C 1.8502 -2.9591 -3.1087 0.1 0.0 0.0
C 1.5249 -2.0368 -2.1109 0.0 0.1 0.2
S 0.1151 -1.0082 -2.2811 0.0 -0.4 -0.1
H 3.4159 -1.6698 1.5772 0.0 0.0 0.0
H 1.8324 -2.5035 1.4742 0.0 0.0 0.0
H 1.9333 -0.8747 2.1520 0.0 0.0 0.0
H 3.9485 -0.0043 -0.2608 0.0 0.0 0.0
H 2.8333 0.8004 0.8559 0.0 0.0 0.0
H 2.2641 0.5716 -2.1264 0.0 0.0 0.0
H 3.1091 1.9433 -1.3955 -0.1 0.0 0.0
H 1.0694 2.8695 -2.6604 0.0 0.0 0.0
H -0.4913 2.7623 -1.8058 0.0 0.0 0.0
H 0.1290 1.3728 -2.7140 0.0 0.0 0.0
H 1.9671 4.1874 -1.3475 0.0 0.0 0.0
H 2.1231 6.0735 0.2173 0.0 0.0 0.0
H 1.4151 5.7566 2.5854 0.0 0.0 0.0
H 0.5711 3.5615 3.3247 0.0 0.0 0.0
H 4.1256 -2.6986 -0.0300 0.0 0.0 0.0
H 4.6395 -4.3384 -1.7796 0.0 0.0 0.0
H 3.1775 -4.4956 -3.7832 0.0 0.0 0.0
H 1.1968 -3.0321 -3.9691 0.0 0.0 0.0
Te -1.2245 -2.7183 0.1258 0.3 0.1 0.4
C -2.3553 -2.9641 1.9097 -0.1 0.0 0.0
C -3.4852 -2.1802 2.1298 0.0 0.1 0.1
C -4.2802 -2.3679 3.2530 0.0 0.0 0.0
C -3.9682 -3.3616 4.1718 0.0 0.0 0.0
C -2.8513 -4.1586 3.9561 0.0 0.0 0.0
C -2.0506 -3.9551 2.8396 0.0 -0.1 0.0
H -3.7320 -1.3988 1.4190 0.0 0.0 0.0
H -5.1518 -1.7413 3.4059 0.0 0.0 0.0
H -4.5899 -3.5141 5.0464 0.0 0.0 0.0
H -2.6007 -4.9417 4.6645 0.0 0.0 0.0
H -1.1710 -4.5696 2.6873 0.0 0.0 0.0
C 0.1201 -2.3556 5.6563 0.0 0.0 0.0
C -0.2600 -1.3381 4.5994 -0.1 -0.1 -0.1
N -0.6573 -0.1207 5.0576 -0.1 0.0 0.0
O -0.2162 -1.6020 3.4158 0.3 -0.1 0.3
H -0.1353 -2.0443 6.6695 0.0 0.0 0.0
H 1.1955 -2.5271 5.5957 0.0 0.0 0.0
H -0.3869 -3.2895 5.4216 0.0 0.0 0.0
H -0.6166 0.1047 6.0328 0.0 0.0 0.0
H -0.7645 0.6140 4.3701 0.0 0.0 0.0
C -3.7341 -1.1813 -2.2449 0.0 0.0 0.0
Ge -3.3367 0.5811 -1.4910 -0.1 -0.1 0.0
C -3.0518 1.7735 -3.0432 0.0 0.0 0.1
C -4.9765 1.2360 -0.6020 0.0 0.0 0.0
C -1.8589 0.7222 -0.2366 0.2 -0.2 0.1
H -4.5881 -1.0892 -2.9213 0.0 0.0 0.0
H -3.9647 -1.9072 -1.4664 0.0 0.0 0.0
H -2.8749 -1.5629 -2.7973 0.0 0.0 0.0
H -3.9497 1.8017 -3.6645 0.0 0.0 0.0
H -2.2215 1.4094 -3.6507 0.0 0.0 0.0
H -2.8220 2.7914 -2.7223 0.0 0.0 0.0
H -5.8344 1.1831 -1.2757 0.0 0.0 0.0
H -4.8462 2.2736 -0.2882 0.0 0.0 0.0
H -5.1952 0.6391 0.2851 0.0 0.0 0.0
H -2.0183 1.6056 0.4038 0.0 0.0 0.0
```
Positions in Å, forces in eV/Å.

Properties
- 2S+1 = 2
- net charge = -1
- LUMO level (alpha / beta) (hartree) = 0.096 / 0.095
- highest occupied orbital energy (alpha / beta) (eV) = -3.254 / -3.370
- E (eV) = -123782.6352
- ΔE to the lowest compared entry with this formula, charge and spin (kJ/mol) = 9.4
- orbital gap (alpha / beta) (eV) = 5.9 / 6.0

Here are the Mulliken charges for atoms 1 to 4, given in e: number 1, Re, carries 0.8702; number 2, C, carries -1.2710; number 3, N, carries 0.7549; number 4, C, carries -0.9955

---

Question: Which value of ΔE to the lowest compared entry with this formula, charge and spin does entry 1 give?
Answer: 504.6 kJ/mol

---

Question: Which of these has the highest ΔE to the lowest compared entry with this formula, charge and spin?
Answer: C5H10N2S

---

Question: The highest ΔE to the lowest compared entry with this formula, charge and spin belongs to which entry?
Answer: C5H10N2S